{"formula": "C43H74N2O14", "method": "wB97M-V/def2-TZVPD", "symbols": ["C", "O", "C", "H", "C", "O", "H", "H", "C", "C", "O", "O", "C", "C", "H", "H", "H", "C", "C", "C", "C", "C", "C", "O", "C", "O", "C", "C", "H", "H", "H", "C", "N", "C", "H", "H", "H", "C", "H", "H", "H", "H", "C", "H", "H", "C", "H", "H", "H", "H", "C", "C", "H", "H", "H", "C", "H", "H", "C", "C", "C", "O", "H", "H", "H", "H", "C", "H", "O", "C", "O", "C", "C", "H", "H", "H", "H", "C", "H", "C", "N", "C", "H", "H", "H", "C", "H", "H", "H", "H", "C", "O", "H", "H", "O", "C", "O", "C", "C", "H", "H", "H", "C", "O", "H", "H", "C", "C", "H", "H", "H", "C", "H", "H", "O", "H", "H", "H", "H", "H", "H", "H", "H", "H", "H", "H", "H", "H", "H", "H", "H", "H", "H"], "xyz": [[-0.833, -2.051, -4.125], [-1.692, -1.929, -3.012], [-1.830, -0.618, -2.495], [-1.742, 0.113, -3.307], [-3.254, -0.541, -1.903], [-3.392, -1.444, -0.841], [-3.168, -2.327, -1.168], [-3.412, 0.455, -1.475], [-4.312, -0.810, -2.993], [-4.281, 0.270, -4.050], [-3.629, 0.207, -5.062], [-5.050, 1.289, -3.687], [-5.168, 2.459, -4.520], [-5.880, 2.125, -5.826], [-6.073, 3.038, -6.382], [-6.827, 1.631, -5.620], [-5.264, 1.464, -6.431], [-3.812, 3.126, -4.766], [-3.079, 3.390, -3.486], [-1.760, 3.552, -3.363], [-0.820, 3.559, -4.464], [0.510, 3.468, -4.388], [1.335, 3.277, -3.154], [2.359, 4.287, -3.149], [2.581, 4.922, -1.938], [2.833, 3.963, -0.929], [3.258, 4.552, 0.290], [3.643, 3.436, 1.250], [2.776, 2.822, 1.476], [4.410, 2.811, 0.802], [4.014, 3.872, 2.171], [2.128, 5.437, 0.852], [2.432, 5.894, 2.197], [3.454, 6.916, 2.293], [4.325, 6.626, 1.710], [3.755, 7.000, 3.337], [3.113, 7.905, 1.955], [1.256, 6.268, 2.955], [0.525, 5.463, 2.910], [1.547, 6.414, 3.995], [0.783, 7.194, 2.597], [1.246, 4.790, 0.937], [1.814, 6.532, -0.184], [0.987, 7.154, 0.161], [2.691, 7.170, -0.323], [1.451, 5.873, -1.510], [0.524, 5.309, -1.394], [1.306, 6.615, -2.297], [4.144, 5.174, 0.077], [3.498, 5.518, -2.106], [2.012, 1.885, -3.095], [2.813, 1.599, -4.364], [2.155, 1.405, -5.208], [3.444, 2.453, -4.597], [3.447, 0.727, -4.217], [1.016, 0.749, -2.839], [0.411, 0.622, -3.739], [1.583, -0.169, -2.675], [0.072, 0.944, -1.649], [0.804, 1.301, -0.351], [-0.052, 2.076, 0.593], [-1.087, 2.626, 0.323], [0.370, 2.151, 1.617], [1.668, 1.944, -0.548], [1.180, 0.400, 0.141], [-0.643, 1.739, -1.876], [-0.778, -0.313, -1.380], [-1.335, -0.133, -0.452], [0.047, -1.455, -1.201], [-0.087, -2.153, -0.010], [0.903, -1.700, 0.880], [0.892, -2.370, 2.126], [2.009, -1.737, 2.948], [2.936, -1.788, 2.384], [2.141, -2.258, 3.891], [1.776, -0.693, 3.142], [-0.088, -2.220, 2.609], [1.108, -3.889, 1.928], [2.099, -4.021, 1.477], [0.030, -4.453, 0.982], [0.159, -5.894, 0.840], [-1.076, -6.548, 0.444], [-0.936, -7.625, 0.541], [-1.880, -6.240, 1.110], [-1.365, -6.316, -0.586], [1.262, -6.343, 0.015], [1.091, -6.170, -1.056], [1.388, -7.414, 0.175], [2.180, -5.844, 0.317], [-0.950, -4.265, 1.438], [0.074, -3.645, -0.331], [-0.967, -4.042, -1.184], [-1.088, -3.340, -1.850], [1.051, -3.771, -0.825], [1.210, -4.555, 3.180], [0.059, -5.153, 3.756], [-0.928, -4.234, 4.114], [-0.608, -3.365, 5.199], [-1.843, -2.521, 5.480], [-2.067, -1.883, 4.630], [-1.663, -1.911, 6.360], [-2.693, -3.173, 5.660], [-0.172, -4.137, 6.461], [0.256, -3.235, 7.449], [1.179, -3.027, 7.242], [-1.028, -4.683, 6.871], [0.973, -5.122, 6.119], [1.314, -5.978, 7.340], [1.556, -5.331, 8.179], [0.472, -6.608, 7.610], [2.176, -6.600, 7.118], [0.541, -5.997, 4.942], [1.376, -6.615, 4.611], [-0.281, -6.642, 5.253], [2.127, -4.358, 5.797], [2.163, -4.281, 4.833], [0.226, -2.708, 4.913], [-0.417, -5.810, 3.021], [-1.089, -1.997, 0.437], [2.727, 1.943, -2.270], [0.725, 3.396, -2.259], [1.095, 3.548, -5.293], [-1.260, 3.667, -5.447], [-1.364, 3.727, -2.373], [-3.696, 3.438, -2.599], [-3.217, 2.490, -5.422], [-3.998, 4.071, -5.287], [-5.797, 3.118, -3.911], [-4.096, -1.773, -3.459], [-5.292, -0.829, -2.517], [0.204, -1.848, -3.850], [-1.146, -1.372, -4.925], [-0.930, -3.081, -4.465]], "forces_ev_per_angstrom": [[0.10, -0.03, -0.19], [-0.33, 0.02, 0.16], [-0.14, 0.21, 0.38], [0.01, -0.05, -0.01], [0.25, 0.21, -0.70], [-0.05, -0.42, 0.28], [-0.02, -0.01, 0.06], [0.07, -0.02, -0.07], [0.10, 0.15, 0.19], [0.09, -0.68, 0.17], [0.07, 0.09, -0.18], [-0.26, 0.26, 0.28], [0.09, 0.30, -0.60], [0.10, -0.09, 0.32], [-0.04, 0.11, -0.05], [-0.10, -0.01, -0.02], [0.01, 0.00, -0.06], [-0.07, -0.12, 0.12], [0.11, -0.02, -0.06], [-0.25, 0.01, 0.41], [0.24, -0.08, -0.37], [-0.01, 0.13, 0.19], [0.06, -0.24, 0.24], [-0.03, -0.24, -0.17], [-0.04, 0.69, -0.01], [-0.03, -0.09, -0.18], [-0.05, -0.04, 0.56], [0.06, 0.34, -0.40], [-0.14, -0.10, 0.09], [0.08, -0.10, -0.04], [0.02, -0.05, 0.11], [0.25, 0.09, -0.33], [-0.09, -0.01, 0.06], [-0.07, -0.09, 0.04], [0.12, 0.06, -0.02], [0.07, 0.07, 0.00], [0.03, 0.03, -0.03], [0.09, -0.04, -0.03], [-0.09, -0.02, 0.03], [-0.08, 0.04, 0.06], [-0.04, 0.04, 0.00], [0.05, -0.02, -0.02], [-0.18, -0.30, 0.17], [0.06, 0.09, 0.00], [0.02, 0.08, 0.04], [0.31, -0.21, -0.09], [-0.07, -0.04, -0.04], [-0.02, -0.03, -0.03], [-0.07, -0.02, 0.03], [-0.15, -0.12, 0.10], [-0.07, 0.06, -0.12], [-0.07, 0.11, 0.26], [-0.05, -0.04, -0.14], [0.14, 0.04, -0.11], [0.06, -0.08, -0.03], [-0.02, 0.21, 0.20], [-0.01, -0.11, -0.12], [0.05, -0.06, -0.11], [0.09, -0.42, 0.10], [-0.26, -0.02, -0.62], [0.47, -0.12, 0.42], [-0.29, 0.13, -0.12], [-0.10, 0.09, 0.08], [0.04, 0.02, 0.10], [0.06, 0.09, 0.08], [0.01, -0.04, 0.04], [-0.25, 0.29, -0.13], [0.07, -0.06, -0.07], [0.15, 0.12, 0.12], [-0.21, -0.44, 0.09], [0.17, -0.03, -0.25], [0.21, -0.20, 0.45], [-0.39, -0.18, -0.23], [0.13, -0.01, -0.06], [0.01, 0.02, 0.13], [0.01, 0.11, 0.07], [0.09, -0.05, 0.01], [-0.15, 0.29, -0.32], [-0.10, 0.08, -0.04], [0.18, 0.13, -0.10], [-0.03, 0.00, -0.14], [0.05, -0.05, -0.06], [-0.07, -0.07, 0.01], [-0.10, 0.00, 0.04], [-0.06, -0.06, 0.03], [-0.07, 0.03, 0.11], [0.04, 0.01, -0.06], [0.09, -0.02, -0.06], [0.12, -0.01, -0.04], [0.02, 0.00, -0.01], [0.27, 0.42, 0.45], [-0.29, -0.07, -0.12], [0.05, -0.03, 0.03], [-0.04, 0.02, 0.10], [-0.03, 0.03, 0.20], [-0.20, -0.81, -0.09], [-0.09, 0.14, 0.07], [-0.12, 0.23, 0.48], [0.40, -0.22, -0.15], [-0.07, 0.10, -0.08], [-0.02, 0.09, 0.05], [-0.13, -0.07, 0.04], [0.27, -0.21, -0.65], [0.13, 0.27, 0.19], [-0.08, 0.02, -0.02], [0.01, -0.04, -0.07], [-0.58, -0.49, 0.38], [0.03, 0.35, -0.34], [0.03, -0.01, 0.11], [-0.11, -0.08, 0.07], [0.08, -0.10, -0.03], [0.07, 0.63, -0.17], [0.00, -0.09, 0.03], [-0.02, -0.02, -0.01], [0.24, 0.09, -0.02], [0.02, 0.10, -0.01], [-0.05, -0.10, 0.05], [0.17, 0.22, 0.11], [0.15, 0.03, -0.14], [-0.11, 0.02, -0.02], [-0.07, -0.02, 0.02], [0.01, -0.02, -0.20], [0.05, 0.00, -0.16], [-0.01, 0.00, 0.19], [0.01, 0.05, 0.21], [-0.08, 0.11, -0.05], [-0.08, -0.01, -0.04], [0.14, -0.10, -0.09], [-0.04, 0.09, -0.01], [0.03, -0.02, -0.01], [0.01, -0.01, 0.00], [0.01, -0.02, 0.01], [0.08, 0.03, -0.07]], "mulliken_charge": [-0.806, -0.393, -0.800, 0.818, -0.593, -0.657, 0.550, 0.790, -1.294, 0.691, -0.612, -0.342, 0.164, -1.585, 0.477, 0.397, 0.290, -1.165, -0.264, -0.146, -0.436, -1.556, 2.854, -0.461, -0.508, -0.050, -0.219, -1.762, 0.191, 0.443, 0.474, 0.653, 0.076, -1.123, 0.317, 0.398, 0.354, -0.978, 0.268, 0.373, 0.345, -0.141, -1.263, 0.367, 0.404, 0.173, -0.112, 0.448, 0.561, 0.406, 0.026, -2.191, 0.414, 0.464, 0.464, -1.802, 0.218, 0.728, 2.294, -0.207, -0.251, -0.541, 0.464, -0.219, 0.198, -0.954, -0.982, 1.277, 0.350, -1.143, -0.288, 0.456, -1.995, 0.394, 0.380, 0.373, 0.517, -1.140, 0.672, -0.664, 0.256, -0.976, 0.397, 0.315, 0.236, -0.939, 0.261, 0.387, 0.312, 0.714, 0.799, -0.609, 0.421, 0.189, -0.671, 0.704, -0.372, 1.376, -1.805, 0.383, 0.399, 0.360, -0.460, -0.625, 0.482, 0.562, 1.295, -2.003, 0.348, 0.357, 0.448, -1.380, 0.431, 0.422, -0.725, 0.544, -0.390, 0.271, 0.581, 0.460, -0.647, 0.449, 0.497, 0.092, 0.447, 0.486, 0.542, 0.475, 0.309, 0.420, 0.206, 0.272, 0.370], "e_tot_ev": -77436.2606, "homo_energy_ha": -0.3090, "multiplicity": 1, "de_lowest_ev": 0.0000, "homo_lumo_gap_ev": 9.10}